No. 1
Computed, not measured: a 3-piece molecular cluster, C32H52ClF6N4O12PS overall, with ωB97M-V/def2-TZVPD.

For the total energy, the calculation gives -113498.47828 eV. The calculation puts the max |F| at 3.05 eV/Å. As for the SMILES: CCCC[C@@]1(N(C(C)=O)C(C)=O)[C@](OC#N)([C@@H](Cl)CC)[C@@](C[C@@H]2CO2)([PH2]=N)[C@@](CCN)(COCC)OS1(=O)=O.CCOC(=O)C(F)(F)F.CCOC(=O)C(F)(F)F. As for the HOMO energy: -8.864 eV. The value obtained for the orbital gap is 8.68 eV.

Last column: Mulliken charge in e.
Element x y z (Å)
C 1.49 -5.25 -0.96  -1.35
C 2.32 -4.01 -1.29  0.11
C 1.44 -2.97 -2.02  -1.55
C 1.97 -1.55 -1.85  0.52
C 0.99 -0.32 -1.75  0.89
N -0.36 -0.74 -2.04  1.80
C -0.72 -1.46 -3.24  0.97
C 0.02 -1.52 -4.55  -1.39
O -1.71 -2.15 -3.14  -0.61
C -1.63 -0.17 -1.57  0.33
C -2.40 -0.66 -0.35  -1.99
O -2.20 0.62 -2.27  -0.48
C 1.35 0.48 -0.43  -0.97
O 2.77 0.65 -0.16  -0.45
C 3.80 0.42 -0.90  0.86
N 4.62 0.11 -1.66  -0.75
C 0.88 -0.25 0.92  0.47
Cl 0.13 -1.88 0.79  0.20
C 1.99 -0.42 1.99  -0.88
C 2.98 -1.57 1.81  -1.03
C 0.89 2.03 -0.36  1.03
C -0.63 2.22 -0.26  -1.12
C -1.16 3.42 0.59  0.01
C -2.30 4.30 -0.19  -1.39
O -0.82 4.67 0.24  -0.45
P 1.51 2.76 1.29  -0.41
N 0.77 2.24 2.58  -0.78
C 1.60 2.92 -1.52  1.95
C 0.68 3.97 -2.20  -1.37
C 0.95 4.34 -3.67  -0.67
N 1.52 5.70 -3.84  -0.78
C 2.85 3.72 -1.02  -2.29
O 3.54 4.22 -2.16  -0.33
C 4.83 3.67 -2.35  0.13
C 5.91 4.24 -1.41  -1.34
O 2.23 2.13 -2.56  -0.81
S 1.45 0.89 -3.14  1.94
O 0.24 1.37 -3.75  -0.68
O 2.34 0.26 -4.06  -0.84
H 1.00 -5.67 -1.84  0.38
H 0.75 -5.03 -0.20  0.15
H 2.14 -6.02 -0.52  0.47
H 3.19 -4.30 -1.89  0.40
H 2.68 -3.62 -0.33  -0.03
H 0.43 -3.14 -1.64  0.41
H 1.41 -3.31 -3.06  0.65
H 2.81 -1.36 -2.51  0.55
H 2.42 -1.61 -0.85  -1.20
H 1.00 -1.97 -4.39  0.24
H -0.50 -2.16 -5.25  0.50
H 0.21 -0.56 -5.03  0.23
H -2.38 -1.76 -0.40  0.27
H -3.44 -0.37 -0.42  0.53
H -1.95 -0.39 0.60  0.42
H 0.11 0.33 1.41  0.39
H 2.51 0.50 2.26  0.34
H 1.42 -0.66 2.89  0.74
H 2.53 -2.55 1.90  -0.16
H 3.59 -1.51 0.91  0.06
H 3.69 -1.49 2.64  0.62
H -1.17 2.38 -1.19  0.67
H -1.16 1.42 0.25  -0.40
H -1.36 3.25 1.64  0.97
H -2.55 5.37 -0.19  0.39
H -2.94 4.14 0.75  0.31
H 1.39 4.16 1.22  0.27
H 2.89 2.54 1.43  0.25
H 0.34 3.01 3.07  0.31
H 0.81 4.91 -1.66  0.91
H -0.39 3.80 -2.13  0.08
H -0.01 4.37 -4.21  0.44
H 1.57 3.65 -4.24  0.21
H 2.27 5.67 -4.52  0.32
H 1.94 6.02 -2.98  0.27
H 3.58 3.08 -0.52  0.70
H 2.57 4.61 -0.46  0.41
H 5.11 3.92 -3.38  0.52
H 4.80 2.58 -2.32  -0.08
H 6.76 4.55 -2.01  0.36
H 5.56 5.10 -0.83  0.31
H 6.29 3.44 -0.76  0.35
C -2.74 -7.18 4.61  -1.13
C -1.38 -7.73 4.25  -0.22
O -0.64 -6.81 3.42  -0.30
C -0.04 -5.81 4.04  0.00
O -0.04 -5.59 5.21  -0.52
C 0.73 -4.96 3.01  1.29
F -0.01 -4.71 1.93  -0.29
F 1.84 -5.60 2.61  -0.28
F 1.10 -3.80 3.54  -0.24
H -3.29 -6.92 3.70  0.31
H -3.31 -7.91 5.17  0.38
H -2.65 -6.27 5.21  0.32
H -1.48 -8.64 3.67  0.32
H -0.80 -7.97 5.14  0.33
C -6.28 2.08 0.49  -1.28
C -5.39 1.52 1.59  0.07
O -6.04 1.58 2.87  -0.38
C -6.92 0.62 3.13  0.33
O -7.21 -0.29 2.41  -0.51
C -7.48 0.81 4.55  0.91
F -7.83 2.08 4.77  -0.25
F -6.57 0.46 5.46  -0.25
F -8.56 0.05 4.73  -0.24
H -6.59 3.09 0.74  0.34
H -5.74 2.09 -0.46  0.37
H -7.18 1.48 0.37  0.37
H -4.49 2.12 1.67  0.16
H -5.09 0.49 1.37  0.36

***

No. 2
Computed, not measured: C32H52N2O4SeV as an isolated structure, with ωB97M-V/def2-TZVPD.

The total charge is +1. For the total energy, the calculation gives -136225.89952 eV. The calculation puts the max |F| at 0.42 eV/Å. As for the HOMO energy (spin up / spin down): -10.815 / -10.821 eV. The value obtained for the orbital gap (spin up / spin down) is 6.32 / 6.40 eV.

Last column: Mulliken charge in e.
Element x y z (Å)
V 0.61 -1.35 -1.87  -0.14
C -1.92 -0.10 5.17  -1.58
C -2.69 -1.04 4.23  1.95
C -3.02 -2.34 4.97  -1.57
C -4.00 -0.37 3.83  -2.15
C -1.81 -1.36 3.01  -0.37
C -2.18 -1.04 1.72  -0.60
C -1.32 -1.34 0.68  0.24
Se -1.77 -0.92 -1.12  0.20
C -1.34 0.95 -1.22  0.13
C -2.34 1.89 -1.29  -0.82
C -1.99 3.24 -1.36  0.03
C -0.64 3.55 -1.37  -0.16
C 0.40 2.62 -1.34  -0.73
C 0.02 1.28 -1.24  0.50
O 0.89 0.24 -1.06  -0.35
C 1.84 3.15 -1.38  2.01
C 2.88 2.07 -1.67  -1.63
C 1.97 4.21 -2.48  -1.77
C 2.15 3.78 -0.02  -1.61
C -3.09 4.30 -1.42  1.90
C -3.97 4.05 -2.65  -1.62
C -3.95 4.19 -0.15  -1.63
C -2.53 5.72 -1.50  -2.10
C -0.09 -1.99 0.87  0.95
O 0.65 -2.27 -0.22  -0.46
C 0.30 -2.34 2.17  -0.44
C -0.59 -1.99 3.19  -0.36
C 1.61 -3.03 2.58  1.90
C 1.28 -4.33 3.32  -1.77
C 2.54 -3.40 1.41  -1.75
C 2.39 -2.09 3.50  -1.68
H -2.53 0.14 6.04  0.46
H -0.99 -0.55 5.52  0.32
H -1.67 0.83 4.66  0.36
H -3.64 -2.13 5.84  0.46
H -3.56 -3.03 4.32  0.35
H -2.12 -2.85 5.32  0.31
H -4.59 -0.16 4.72  0.44
H -3.82 0.59 3.33  0.40
H -4.60 -1.00 3.17  0.39
H -3.12 -0.55 1.51  0.65
H -3.38 1.58 -1.29  0.59
H -0.36 4.59 -1.42  0.40
H 2.65 1.56 -2.61  0.22
H 3.86 2.55 -1.79  0.58
H 2.96 1.35 -0.86  0.10
H 1.72 3.79 -3.46  0.41
H 1.33 5.07 -2.32  0.37
H 3.00 4.57 -2.52  0.49
H 2.06 3.05 0.79  0.32
H 3.17 4.17 -0.01  0.45
H 1.48 4.61 0.20  0.33
H -4.46 3.07 -2.61  0.33
H -4.75 4.81 -2.71  0.45
H -3.38 4.09 -3.57  0.36
H -4.42 3.21 -0.06  0.34
H -3.34 4.35 0.75  0.37
H -4.74 4.95 -0.16  0.45
H -1.92 5.86 -2.40  0.42
H -3.35 6.43 -1.54  0.43
H -1.92 5.97 -0.63  0.40
H -0.29 -2.24 4.20  0.42
H 0.72 -5.02 2.68  0.39
H 2.20 -4.83 3.63  0.47
H 0.68 -4.16 4.22  0.32
H 2.06 -4.08 0.71  0.23
H 2.88 -2.52 0.87  0.21
H 3.41 -3.90 1.83  0.61
H 1.84 -1.86 4.42  0.34
H 3.34 -2.55 3.79  0.48
H 2.61 -1.14 3.00  0.27
N 0.75 -3.40 -2.56  -0.30
C 1.31 -3.79 -3.89  -0.76
C 2.42 -2.88 -4.38  -0.28
C 3.71 -2.90 -3.56  -0.96
C 3.59 -2.55 -2.09  -0.73
N 2.76 -1.34 -1.86  0.37
H 1.25 -3.85 -1.79  0.20
H -0.19 -3.77 -2.48  0.33
H 0.48 -3.76 -4.60  0.42
H 1.66 -4.83 -3.83  0.38
H 2.04 -1.86 -4.47  0.05
H 2.66 -3.19 -5.39  0.44
H 4.42 -2.20 -4.03  0.37
H 4.18 -3.88 -3.63  0.39
H 4.58 -2.38 -1.67  0.59
H 3.15 -3.35 -1.50  0.21
H 3.07 -0.57 -2.45  0.22
H 2.89 -1.01 -0.91  0.26
O 0.19 -0.79 -3.36  0.32
O -0.23 -0.25 -4.41  -0.69

***

No. 3
Computed, not measured: C32H52N2O4SeV as an isolated structure, with ωB97M-V/def2-TZVPD.

The total charge is +1. For the total energy, the calculation gives -136226.18940 eV. The calculation puts the max |F| at 0.66 eV/Å. As for the HOMO energy: -11.552 eV. The value obtained for the orbital gap is 6.93 eV.

Last column: Mulliken charge in e.
Element x y z (Å)
V -2.64 -0.06 -0.63  1.15
C 3.68 1.67 3.05  -1.57
C 3.11 0.28 3.36  1.95
C 2.97 0.11 4.88  -1.65
C 4.09 -0.77 2.84  -1.93
C 1.73 0.16 2.71  -0.06
C 1.44 -0.81 1.76  -0.55
C 0.18 -0.87 1.18  0.69
Se -0.15 -2.18 -0.17  0.32
C 0.48 -1.17 -1.67  -0.64
C 1.82 -1.20 -2.00  -0.18
C 2.30 -0.46 -3.09  -0.65
C 1.38 0.26 -3.84  -0.29
C 0.01 0.30 -3.58  -0.27
C -0.41 -0.41 -2.45  0.83
O -1.73 -0.39 -2.05  -0.92
C -0.87 1.14 -4.52  2.12
C -2.38 1.01 -4.31  -1.86
C -0.58 0.72 -5.97  -1.72
C -0.49 2.62 -4.32  -1.55
C 3.80 -0.47 -3.40  2.08
C 4.24 -1.91 -3.69  -1.68
C 4.56 0.05 -2.17  -1.65
C 4.15 0.40 -4.60  -2.19
C -0.81 0.04 1.58  0.15
O -2.04 -0.08 0.97  -0.13
C -0.57 1.04 2.53  -0.62
C 0.72 1.04 3.06  -0.60
C -1.52 2.15 3.01  2.16
C -1.64 2.07 4.54  -1.76
C -2.94 2.11 2.45  -1.80
C -0.90 3.50 2.60  -1.67
H 4.67 1.78 3.50  0.48
H 3.05 2.47 3.44  0.32
H 3.79 1.82 1.97  0.32
H 3.95 0.20 5.35  0.47
H 2.56 -0.87 5.13  0.36
H 2.32 0.87 5.32  0.31
H 5.06 -0.63 3.32  0.45
H 4.24 -0.68 1.76  0.24
H 3.75 -1.78 3.06  0.38
H 2.18 -1.54 1.46  0.60
H 2.49 -1.80 -1.40  0.45
H 1.74 0.82 -4.68  0.41
H -2.71 -0.03 -4.37  0.42
H -2.88 1.56 -5.10  0.53
H -2.71 1.43 -3.36  0.23
H -0.82 -0.33 -6.12  0.40
H 0.46 0.88 -6.26  0.31
H -1.20 1.32 -6.64  0.47
H -0.69 2.94 -3.30  0.30
H -1.08 3.24 -5.00  0.46
H 0.57 2.79 -4.53  0.32
H 4.05 -2.58 -2.85  0.31
H 5.31 -1.94 -3.91  0.47
H 3.71 -2.31 -4.56  0.38
H 4.39 -0.57 -1.29  0.33
H 4.26 1.07 -1.93  0.37
H 5.63 0.06 -2.38  0.47
H 3.66 0.05 -5.51  0.42
H 5.22 0.36 -4.77  0.44
H 3.88 1.45 -4.44  0.40
H 0.95 1.81 3.79  0.46
H -2.06 1.11 4.84  0.33
H -2.30 2.86 4.89  0.50
H -0.68 2.20 5.05  0.29
H -3.42 1.16 2.68  0.25
H -2.97 2.29 1.37  0.30
H -3.51 2.90 2.92  0.60
H 0.09 3.64 3.04  0.31
H -1.53 4.31 2.95  0.46
H -0.81 3.58 1.52  0.33
N -3.41 -1.31 3.46  -0.18
C -2.80 -2.63 3.27  -0.25
C -3.57 -3.69 2.49  -1.01
C -3.56 -3.56 0.97  0.23
C -4.50 -2.52 0.36  -1.06
N -3.86 -1.77 -0.77  -0.29
H -4.21 -1.37 4.07  0.30
H -3.70 -0.89 2.60  -0.18
H -2.61 -3.03 4.27  0.48
H -1.81 -2.48 2.82  -0.11
H -4.60 -3.75 2.86  0.26
H -3.11 -4.66 2.72  0.47
H -3.81 -4.53 0.54  0.47
H -2.54 -3.34 0.65  -0.31
H -4.83 -1.78 1.09  0.41
H -5.40 -2.99 -0.03  0.42
H -4.61 -1.43 -1.38  0.43
H -3.32 -2.43 -1.33  0.36
O -4.24 0.73 -0.83  -0.38
O -3.16 1.61 -0.85  -0.22

***

No. 4
Computed, not measured: a 8-piece molecular cluster, C32H52N4O4 overall, with ωB97M-V/def2-TZVPD.

For the total energy, the calculation gives -48174.79235 eV. The calculation puts the max |F| at 3.14 eV/Å. As for the SMILES: c1ccncc1.c1ccncc1.c1ccncc1.c1ccncc1.CC(C)O.CC(C)O.CC(C)O.CC(C)O. As for the HOMO energy: -9.239 eV. The value obtained for the orbital gap is 9.79 eV.

Last column: Mulliken charge in e.
Element x y z (Å)
C 0.28 5.17 2.57  -1.50
C -0.58 4.68 1.50  1.84
C -1.89 4.13 2.11  -1.44
O -0.76 5.64 0.48  -0.62
H 1.28 5.47 2.20  0.35
H 0.38 4.36 3.34  0.31
H -0.07 6.08 3.16  0.34
H -0.10 3.76 1.08  -0.69
H -2.41 4.91 2.71  0.38
H -1.68 3.31 2.81  0.39
H -2.60 3.73 1.36  0.26
H -1.19 5.27 -0.27  0.22
C 3.60 -3.49 -0.21  -1.26
C 3.14 -4.76 0.44  0.48
C 2.86 -4.42 1.86  -0.93
O 1.92 -5.27 -0.08  -0.56
H 4.52 -3.19 0.22  0.42
H 2.87 -2.69 -0.10  0.13
H 3.86 -3.70 -1.23  0.42
H 3.90 -5.55 0.25  0.31
H 3.77 -4.16 2.43  0.41
H 2.25 -5.14 2.35  0.40
H 2.18 -3.53 1.88  -0.14
H 2.12 -5.61 -0.94  0.30
C -0.24 2.30 -1.08  -1.51
C 0.21 1.21 0.00  0.95
C -0.39 -0.16 -0.48  -0.99
O 1.69 1.33 0.05  -0.25
H -1.27 2.11 -1.38  0.20
H 0.44 2.27 -1.91  0.50
H -0.18 3.39 -0.74  0.26
H -0.18 1.52 1.01  0.23
H -1.50 0.00 -0.39  0.09
H -0.13 -0.98 0.11  0.10
H -0.21 -0.29 -1.55  0.35
H 1.86 0.83 0.89  0.16
C -1.74 -5.35 -0.66  -1.33
C -1.77 -4.41 0.53  1.49
C -2.82 -4.88 1.53  -1.46
O -0.58 -4.38 1.23  -0.43
H -0.79 -5.06 -1.19  0.26
H -2.54 -5.38 -1.40  0.36
H -1.47 -6.36 -0.32  0.34
H -2.01 -3.32 0.18  -0.36
H -2.64 -5.90 1.70  0.43
H -3.85 -4.71 1.09  0.25
H -2.72 -4.35 2.49  0.32
H 0.27 -4.55 0.83  0.17
N -1.84 5.33 -2.48  -0.55
C -1.56 4.72 -3.60  -0.35
C -2.26 3.65 -4.07  -0.36
C -3.39 3.27 -3.40  -0.09
C -3.77 3.93 -2.21  -0.49
C -2.97 4.99 -1.81  -0.22
H -0.88 5.21 -4.25  0.44
H -2.00 3.19 -5.02  0.39
H -3.88 2.32 -3.66  0.28
H -4.63 3.64 -1.68  0.44
H -3.11 5.53 -0.86  0.55
N -4.02 -0.35 -1.47  -0.31
C -4.40 -1.06 -0.35  -0.35
C -4.80 -2.37 -0.38  -0.32
C -4.69 -3.11 -1.54  -0.16
C -4.21 -2.47 -2.67  -0.69
C -3.95 -1.09 -2.59  0.03
H -4.48 -0.57 0.59  0.36
H -5.12 -2.88 0.56  0.36
H -5.12 -4.13 -1.49  0.41
H -4.12 -3.01 -3.60  0.42
H -3.78 -0.48 -3.50  0.28
N 1.86 -0.68 2.20  0.24
C 2.91 -0.37 2.89  -0.04
C 3.00 -0.54 4.25  -0.75
C 1.96 -1.12 4.88  -0.16
C 0.84 -1.57 4.15  -0.85
C 0.83 -1.30 2.85  -0.17
H 3.80 0.06 2.38  0.37
H 3.93 -0.15 4.73  0.35
H 2.07 -1.23 5.96  0.35
H 0.02 -2.05 4.68  0.50
H -0.02 -1.67 2.23  0.19
N 5.77 2.04 -0.80  -0.61
C 6.16 1.87 -2.06  -0.34
C 5.35 2.16 -3.11  -0.22
C 4.08 2.74 -2.90  -0.45
C 3.62 2.88 -1.58  -0.03
C 4.55 2.56 -0.60  -0.24
H 7.08 1.42 -2.25  0.40
H 5.68 2.02 -4.15  0.32
H 3.54 2.96 -3.80  0.41
H 2.59 3.23 -1.36  0.29
H 4.30 2.58 0.45  0.43

***

No. 5
Computed, not measured: a 8-piece molecular cluster, C32H52O22S2 overall, with ωB97M-V/def2-TZVPD.

For the total energy, the calculation gives -100729.80539 eV. The calculation puts the max |F| at 10.58 eV/Å. As for the SMILES: C[C@H]1COC(=O)O1.C[C@H]1COC(=O)O1.C[C@H]1COC(=O)O1.C[C@H]1COC(=O)O1.C[C@H]1COC(=O)O1.C[C@H]1COC(=O)O1.O=S1(=O)CCCC1.O=S1(=O)CCCC1. As for the HOMO energy: -10.036 eV. The value obtained for the orbital gap is 9.27 eV.

Last column: Mulliken charge in e.
Element x y z (Å)
C 24.20 3.06 33.54  -0.83
C 23.18 2.44 34.64  0.18
C 21.97 3.14 34.95  -0.34
O 21.04 2.25 34.44  0.12
C 21.52 1.22 33.97  0.42
O 20.90 0.30 33.43  -0.64
O 22.81 1.18 34.28  -0.43
H 24.80 3.99 33.99  -0.08
H 23.56 3.09 32.57  0.16
H 24.88 2.22 33.52  0.54
H 23.61 2.54 35.59  0.46
H 21.96 4.13 34.58  0.08
H 21.93 3.06 36.03  0.37
C 27.92 0.11 29.90  -1.43
C 27.08 1.25 29.37  0.66
C 26.89 2.35 30.43  -0.14
O 27.50 3.52 29.92  -0.32
C 27.88 3.21 28.73  0.63
O 28.55 3.96 27.96  -0.64
O 27.65 1.96 28.40  -0.29
H 27.55 -0.25 30.76  0.47
H 29.04 0.34 30.21  0.29
H 27.98 -0.82 29.20  0.30
H 26.04 0.78 29.11  0.22
H 27.51 2.34 31.28  0.26
H 25.75 2.43 30.81  -0.03
C 26.86 8.70 34.11  -1.35
C 25.33 8.85 34.02  0.32
C 24.67 9.19 32.66  -0.80
O 23.85 8.14 32.42  -0.37
C 24.13 7.23 33.24  0.49
O 23.67 6.02 33.22  -0.45
O 24.79 7.64 34.24  -0.24
H 27.21 7.76 33.62  0.30
H 26.92 8.43 35.08  0.42
H 27.31 9.69 33.92  0.37
H 24.89 9.32 34.80  0.52
H 25.14 9.41 31.73  0.35
H 24.04 9.93 32.72  0.43
C 20.42 2.74 30.47  -0.91
C 18.95 2.82 30.71  1.35
C 18.26 3.39 29.48  -0.70
O 17.11 2.60 29.60  -0.42
C 17.27 1.49 30.10  0.73
O 16.51 0.47 30.10  -0.67
O 18.35 1.64 30.90  -0.38
H 21.00 2.25 31.39  -0.05
H 20.76 3.79 30.07  0.17
H 20.63 2.00 29.59  0.37
H 18.70 3.38 31.58  -0.23
H 18.64 3.28 28.57  0.61
H 17.87 4.33 29.46  0.28
C 17.90 3.63 34.72  -2.07
C 17.09 2.64 33.92  1.52
C 17.41 1.24 34.33  -0.43
O 16.29 0.79 35.12  -0.44
C 15.30 1.77 35.06  0.52
O 14.24 1.75 35.56  -0.51
O 15.75 2.71 34.20  -0.47
H 18.94 3.72 34.15  -0.09
H 17.87 3.42 35.66  0.81
H 17.66 4.57 34.66  1.05
H 17.24 2.68 32.76  -0.54
H 18.40 1.12 34.91  0.02
H 17.50 0.57 33.61  0.44
C 20.34 6.58 32.82  0.01
C 19.67 7.12 31.45  -0.07
C 20.45 8.12 30.68  0.17
O 20.45 7.63 29.45  -0.39
C 20.06 6.39 29.46  0.43
O 20.13 5.74 28.44  -0.60
O 19.50 6.12 30.53  -0.03
H 20.56 7.46 33.51  0.17
H 21.40 6.00 32.76  -0.11
H 19.58 5.92 33.43  -0.22
H 18.74 7.58 31.78  0.28
H 21.59 8.02 31.03  -0.09
H 19.99 9.09 30.81  0.39
C 19.63 8.17 38.48  -0.49
C 21.02 8.14 37.94  -1.14
C 20.91 7.56 36.45  -0.72
S 19.65 6.37 36.67  1.69
O 20.30 5.14 36.85  -0.68
O 18.70 6.62 35.59  -0.72
C 18.95 6.86 38.18  -1.05
H 19.07 9.13 38.05  0.24
H 19.51 8.40 39.60  0.33
H 21.53 7.40 38.39  0.41
H 21.49 9.06 37.96  0.53
H 21.91 7.32 36.28  0.43
H 20.32 8.23 35.71  0.36
H 19.03 6.19 38.98  0.47
H 17.89 6.95 38.04  0.41
C 25.51 5.03 38.51  -0.61
C 26.31 5.16 37.19  0.02
C 27.69 4.50 37.44  -0.70
S 27.07 3.10 38.32  1.15
O 27.99 2.52 39.25  -0.74
O 26.72 2.16 37.22  -0.65
C 25.64 3.51 39.04  -0.72
H 24.58 5.61 38.25  0.14
H 25.93 5.70 39.25  0.41
H 26.41 6.23 36.95  0.23
H 25.75 4.62 36.44  -0.10
H 28.24 5.26 38.03  0.38
H 28.26 4.25 36.47  0.33
H 25.47 3.50 40.03  0.57
H 24.69 2.90 38.78  0.28

***

> What is the max |F| in the third record?

0.66 eV/Å

***

> max |F| of number 3 (C32H52N2O4SeV)?

0.66 eV/Å

***

> max |F| of number 2 (C32H52N2O4SeV)?

0.42 eV/Å

***

> What is the formula in the first record?

C32H52ClF6N4O12PS